Entry 1:
{"formula": "C5H8NO2", "method": "ωB97M-V/def2-TZVPD", "total_charge": -1, "energy_ev": -10899.2879, "relative_energy_kj_mol": 192.34, "orbital_gap_ev": 8.174, "homo_energy_ha": -0.146, "max_force_ev_per_a": 2.6, "symbols": ["O", "C", "O", "C", "H", "H", "H", "C", "C", "C", "N", "H", "H", "H", "H", "H"], "coordinates": [[-1.37857, 1.61916, 1.08632], [-0.93724, 1.62518, -0.08343], [-0.14474, 0.77181, -0.56920], [-1.37756, 2.74817, -1.03674], [-0.80830, 2.81515, -1.96388], [-2.43224, 2.58313, -1.28845], [-1.34539, 3.68579, -0.48138], [1.78510, -2.06778, 0.44318], [1.27687, -2.17095, -0.79626], [0.03273, -1.23447, 1.67854], [1.12533, -1.91879, 1.64130], [2.87373, -2.13925, 0.53488], [0.21552, -2.25820, -0.97294], [1.97075, -2.16282, -1.62824], [-0.80372, -1.63186, 2.25649], [-0.05228, -0.26426, 1.17980]], "forces_ev_per_a": [[-0.33, 0.44, -0.01], [0.79, -0.75, -0.39], [-0.20, 0.40, -0.13], [-0.61, 0.20, 0.36], [0.13, -0.14, 0.18], [0.07, 0.01, -0.02], [0.05, 0.16, -0.11], [1.52, 1.22, -0.19], [0.08, -0.13, 0.65], [1.13, 0.02, 0.04], [-2.03, -1.63, -0.49], [-0.15, 0.13, 0.04], [-0.07, 0.33, -0.07], [-0.15, -0.30, 0.00], [0.27, 0.49, 0.79], [-0.50, -0.44, -0.64]], "mulliken_charge": [-0.77, 0.69, -0.74, -0.93, 0.27, 0.21, 0.26, 0.14, -0.73, -0.13, -0.57, 0.30, 0.22, 0.22, 0.24, 0.32]}

Entry 2:
{"formula": "C6H9CoLiO7", "method": "ωB97M-V/def2-TZVPD", "total_charge": 1, "energy_ev": -58525.7576, "s_squared": 6.0108, "multiplicity": 5, "orbital_gap_ev": [8.199, 7.973], "homo_energy_ha": [-0.466, -0.478], "max_force_ev_per_a": 4.1, "symbols": ["O", "C", "O", "Co", "O", "C", "C", "H", "H", "H", "H", "C", "C", "O", "C", "O", "O", "O", "Li", "H", "H", "H", "H", "H"], "coordinates": [[1.13052, 2.74973, -0.86336], [2.12391, 1.94609, -0.78475], [2.68496, 1.79065, 0.32906], [1.14544, 2.85292, 1.17281], [2.41280, 1.23528, -1.83935], [3.00074, -0.07588, -1.67552], [2.05340, -1.04362, -1.06420], [3.93082, 0.01480, -1.10055], [3.26510, -0.35912, -2.70590], [2.48445, -1.77610, -0.38057], [1.25229, -1.41489, -1.70635], [-2.95575, -1.61144, 1.13899], [-1.59990, -0.94720, 1.06623], [-1.69722, 0.29778, 1.73591], [-1.27056, 1.40341, 1.12308], [-1.47333, 1.50384, -0.09882], [-0.39214, 2.05055, 1.77609], [-2.87648, -2.82328, 0.42297], [-0.67104, 2.56063, -1.40092], [-3.72868, -0.94233, 0.72345], [-3.21407, -1.78545, 2.19707], [-0.99765, -0.85437, 0.00240], [-3.75386, -3.20736, 0.34691], [-0.85375, -1.56464, 1.58534]], "forces_ev_per_a": [[-0.41, 0.89, -0.11], [0.19, -1.37, -0.06], [-0.26, 0.50, 0.47], [0.58, -0.56, -0.31], [-0.62, 0.83, -0.31], [0.93, -0.33, 0.30], [0.40, -0.71, -0.63], [-0.29, 0.05, -0.11], [-0.13, 0.07, 0.31], [-0.27, 0.33, 0.02], [-0.09, 0.28, 0.38], [-0.45, 0.12, -0.49], [2.08, -0.77, -2.25], [0.04, 1.28, 1.09], [1.13, -3.30, -2.11], [-0.34, 1.34, 0.20], [-0.24, 1.47, 1.14], [0.14, -0.04, -0.07], [-0.09, -0.28, 0.05], [0.27, -0.10, 0.03], [0.20, 0.12, -0.20], [-2.41, 0.01, 2.16], [0.00, -0.04, 0.04], [-0.36, 0.21, 0.47]], "mulliken_charge": [-0.90, 1.39, -0.73, 0.84, -0.32, -0.14, -0.86, 0.30, 0.28, 0.36, 0.36, -0.40, -0.16, -0.34, 1.06, -0.72, -0.74, -0.51, 0.94, 0.28, 0.28, 0.16, 0.32, 0.26]}

Entry 3:
{"formula": "C13H17N4O10P2SW", "method": "ωB97M-V/def2-TZVPD", "total_charge": 1, "energy_ev": -71430.1670, "relative_energy_kj_mol": 406.59, "orbital_gap_ev": [5.936, 5.039], "homo_energy_ha": [-0.400, -0.376], "max_force_ev_per_a": 2.8, "symbols": ["W", "O", "C", "O", "C", "C", "C", "C", "C", "N", "C", "O", "O", "H", "H", "H", "N", "C", "C", "P", "O", "O", "O", "P", "O", "O", "O", "H", "H", "H", "H", "H", "H", "H", "H", "C", "N", "C", "C", "N", "C", "S", "H", "H", "H", "H", "H", "H"], "coordinates": [[-0.36715, -0.93186, 0.69749], [-1.39336, 2.74476, 2.07887], [-0.80664, 1.72281, 1.90352], [-1.34621, 0.49944, 1.67208], [0.70555, 1.61451, 1.95289], [1.55600, 2.45392, 2.64552], [2.85948, 1.99895, 2.87854], [3.21016, 0.68046, 2.54817], [2.27658, -0.06673, 1.85435], [1.14567, 0.48528, 1.40406], [2.13625, -1.58873, 1.84583], [2.98432, -2.41661, 1.68369], [0.81994, -1.82199, 2.06343], [1.17896, 3.38085, 3.05145], [3.55595, 2.62063, 3.42116], [4.13091, 0.22380, 2.87729], [-1.17757, -4.94450, -1.67941], [-1.01762, -3.44694, -1.49608], [-1.36306, -2.72823, -2.78972], [-2.38836, -3.08310, -0.03147], [-1.83766, -0.77837, -0.59133], [-2.77326, -4.50293, 0.24920], [-1.50709, -2.36881, 1.24097], [0.73372, -3.23155, -1.06604], [0.71062, -4.07089, 0.28691], [1.72451, -3.69517, -2.03161], [0.80300, -1.65672, -0.69476], [-1.52480, -5.15721, -2.61419], [-1.91853, -5.24150, -0.90704], [-0.30765, -5.45896, -1.53515], [-2.40733, -2.90364, -3.05630], [-0.72230, -3.07807, -3.60287], [-1.22741, -1.65156, -2.68439], [-2.55751, -0.17736, -0.38601], [1.56685, -4.15910, 0.73568], [-2.23805, 3.51062, -1.02814], [-0.82534, 3.85295, -0.96445], [-0.32406, 5.11120, -0.70461], [1.02023, 5.01415, -0.65812], [1.32142, 3.68784, -0.88130], [0.19297, 2.96250, -1.06740], [0.09233, 1.30881, -1.42380], [-2.78311, 4.37101, -1.40867], [-2.60113, 3.24732, -0.03675], [-2.35077, 2.67232, -1.71070], [-0.96799, 5.96138, -0.58877], [1.77309, 5.76057, -0.50204], [2.23546, 3.27447, -0.94998]], "forces_ev_per_a": [[-2.26, -1.46, 0.77], [-0.27, -0.34, 0.08], [0.55, 0.08, -0.44], [0.72, 0.05, -0.40], [0.04, 0.29, -0.45], [0.24, -0.31, 0.01], [-0.19, -0.29, -0.13], [-0.35, 0.38, -0.15], [0.44, -0.12, -0.12], [-0.32, -0.23, 1.28], [-0.17, 0.40, -0.01], [-0.32, 0.23, 0.17], [0.78, -0.22, -0.77], [0.02, 0.03, 0.03], [0.05, 0.03, 0.04], [0.05, 0.02, 0.03], [-0.76, -0.22, 0.61], [-0.11, -0.16, 0.28], [-0.02, 0.04, -0.11], [-0.01, 0.09, -0.37], [1.01, 0.14, -0.09], [0.16, -0.14, 0.16], [1.11, 0.58, -0.86], [0.15, 0.05, 0.34], [0.10, 0.20, -0.09], [-0.20, 0.26, -0.20], [-1.01, -0.06, 1.02], [0.00, -0.04, 0.07], [0.65, 0.47, -0.59], [-0.02, -0.03, -0.01], [-0.03, 0.01, -0.01], [-0.01, 0.01, -0.01], [0.00, -0.13, 0.02], [-0.17, 0.17, -0.12], [0.04, 0.02, 0.05], [0.10, 0.05, -0.13], [0.21, -0.26, 0.13], [0.12, 0.05, 0.00], [-0.08, 0.04, 0.00], [-0.16, -0.14, 0.04], [-0.08, 0.18, -0.06], [0.06, 0.13, -0.05], [-0.02, -0.03, 0.02], [-0.04, -0.02, 0.01], [-0.05, 0.00, 0.02], [-0.03, 0.08, 0.02], [0.06, 0.08, 0.01], [0.03, 0.01, -0.05]], "mulliken_charge": [2.13, -0.53, 0.12, -0.80, 0.84, -0.73, -0.36, -0.95, 0.69, 0.33, 0.26, -0.54, -0.60, 0.58, 0.48, 0.52, -0.21, 0.77, -1.68, 0.51, -0.69, -0.79, -0.53, 0.50, -0.47, -0.76, -0.52, 0.36, 0.39, 0.36, 0.48, 0.50, 0.25, 0.27, 0.40, -0.90, 0.21, -0.15, -0.67, 0.10, -0.13, -0.19, 0.35, 0.29, 0.35, 0.47, 0.44, 0.23]}

Entry 4:
{"formula": "CH2O2S3", "method": "ωB97M-V/def2-TZVPD", "energy_ev": -37668.8700, "relative_energy_kj_mol": 32.52, "orbital_gap_ev": 7.591, "homo_energy_ha": -0.325, "max_force_ev_per_a": 2.3, "symbols": ["C", "O", "O", "S", "S", "S", "H", "H"], "coordinates": [[1.05427, 0.21782, 1.60743], [-0.97803, -0.60891, -1.25252], [-2.11138, 0.62116, -3.08157], [1.72045, 0.91364, 0.27878], [-0.02992, -1.04207, 1.70468], [-0.99870, 0.49020, -2.18824], [1.30960, 0.69409, 2.51111], [0.03370, -1.28592, 0.42035]], "forces_ev_per_a": [[0.89, 1.37, -1.59], [-0.34, 0.57, -0.86], [0.22, -0.12, 0.27], [-0.10, -0.38, 0.26], [-0.51, -0.85, 1.03], [-0.04, -0.45, 0.33], [0.07, 0.23, 1.39], [-0.18, -0.36, -0.83]], "mulliken_charge": [-0.15, -0.36, -0.38, -0.26, -0.08, 0.72, 0.33, 0.18]}

- What is the formula in the fourth record?
  CH2O2S3

- What is the formula in the fourth record?
  CH2O2S3